# C29H22AsF2N3O8S2Tc

C29H22AsF2N3O8S2Tc as an isolated structure (the ωB97M-V functional and the def2-TZVPD basis, the OMol25 dataset).

## Properties
⟨S²⟩: 3.776
HOMO (spin up / spin down) in eV: -8.9 / -9.1
Frontier orbital gap (spin up / spin down) in eV: 8.3 / 7.4
Spin multiplicity: 4
Total charge: 0
Largest force on an atom in eV/A: 0.48
Energy relative to the best compared isomer or geometry (same formula, charge and spin) in kJ/mol: 45.7

Geometry (Å):
Tc  -0.8456  0.4841  0.4144
C  5.5554  -1.8232  -3.8773
C  4.8073  -1.3871  -2.6478
C  3.6088  -2.0057  -2.2893
C  2.9061  -1.6012  -1.1701
C  3.3963  -0.5549  -0.3990
C  4.5924  0.0628  -0.7233
C  5.2902  -0.3586  -1.8473
S  2.4795  -0.0269  1.0149
O  3.3162  0.8783  1.7484
O  1.9250  -1.1903  1.6334
N  1.2132  0.8052  0.3820
C  1.2621  2.1831  0.2048
C  2.3681  3.0133  0.0140
C  2.1287  4.3572  -0.1756
C  0.8261  4.8541  -0.1832
C  -0.2074  3.9658  0.0037
N  0.0106  2.6623  0.1950
H  5.4338  -2.8916  -4.0547
H  6.6200  -1.6093  -3.7884
H  5.1854  -1.2992  -4.7615
H  3.2326  -2.8281  -2.8875
H  1.9946  -2.1044  -0.8764
H  4.9777  0.8488  -0.0875
H  6.2330  0.1136  -2.0968
H  3.3690  2.6157  0.0320
H  2.9646  5.0297  -0.3207
H  0.6231  5.9058  -0.3215
H  -1.2412  4.2835  0.0095
F  -0.2414  -4.7727  1.3889
C  -0.3603  -3.7946  0.4841
C  -0.5629  -2.4992  0.9218
C  -0.6841  -1.5050  -0.0358
C  -0.6007  -1.8028  -1.4101
C  -0.3850  -3.1260  -1.7740
F  -0.2710  -3.4628  -3.0768
C  -0.2616  -4.1399  -0.8510
C  -0.7995  -0.6859  -2.3357
C  -0.8775  -0.7558  -3.7239
C  -1.1977  0.3812  -4.4400
C  -1.4524  1.5702  -3.7736
C  -1.3341  1.5841  -2.4023
N  -0.9831  0.4967  -1.7087
H  -0.5838  -2.2905  1.9836
H  -0.0934  -5.1609  -1.1607
H  -0.7085  -1.6950  -4.2217
H  -1.2699  0.3327  -5.5188
H  -1.7410  2.4698  -4.2967
H  -1.5264  2.4767  -1.8281
O  -2.5389  2.7856  1.9910
As  -3.6934  1.5360  1.5383
O  -5.0592  2.2286  1.0072
O  -2.8093  0.6230  0.3620
C  -3.9832  0.3757  3.0350
C  -5.3396  0.1725  3.2813
C  -5.7513  -0.6816  4.2924
C  -4.8062  -1.3417  5.0597
C  -3.4547  -1.1410  4.8265
C  -3.0334  -0.2805  3.8198
S  -1.2583  -0.0706  3.7728
O  -0.7055  -1.3878  3.9013
O  -0.9306  0.9118  4.7554
O  -0.9701  0.5014  2.3914
H  -3.0587  3.5766  2.1903
H  -6.0615  0.6935  2.6652
H  -6.8071  -0.8329  4.4743
H  -5.1164  -2.0159  5.8473
H  -2.7143  -1.6560  5.4241

Force components x, y, z for each atom (eV/Å):
Tc -0.29 0.11 -0.03
C 0.01 0.00 -0.01
C -0.01 -0.02 -0.02
C 0.01 -0.02 -0.02
C 0.01 0.00 0.02
C 0.00 -0.01 -0.03
C -0.02 0.00 -0.05
C 0.01 0.03 0.03
S 0.01 -0.05 -0.05
O -0.01 0.00 0.02
O 0.02 0.04 -0.01
N 0.12 0.23 0.06
C 0.01 -0.29 0.03
C 0.01 0.10 0.00
C 0.04 -0.04 0.00
C -0.04 0.03 0.02
C -0.03 -0.06 0.01
N -0.14 -0.15 -0.04
H 0.00 0.01 0.01
H -0.01 0.00 0.00
H -0.01 0.00 0.01
H 0.00 0.01 0.00
H 0.01 0.01 0.03
H 0.01 -0.02 0.00
H 0.00 0.00 0.00
H -0.01 -0.02 0.01
H -0.01 0.00 0.00
H 0.00 0.00 -0.01
H -0.06 -0.01 0.05
F 0.00 -0.02 0.00
C 0.00 -0.03 0.05
C -0.02 -0.01 -0.08
C -0.04 -0.01 0.08
C -0.05 0.01 -0.04
C 0.00 -0.01 -0.01
F -0.01 -0.02 -0.01
C 0.01 0.02 0.00
C 0.01 -0.04 0.05
C 0.01 0.01 0.03
C 0.00 -0.01 -0.05
C -0.01 0.02 0.00
C 0.06 -0.02 -0.01
N 0.04 -0.03 0.10
H 0.01 0.00 0.00
H 0.00 0.00 0.00
H -0.01 0.01 -0.02
H 0.00 0.00 0.01
H 0.01 -0.01 -0.01
H 0.01 0.02 0.03
O -0.05 0.06 0.02
As 0.12 -0.10 -0.23
O 0.02 -0.13 0.00
O 0.18 0.42 0.16
C 0.04 -0.03 0.10
C 0.01 -0.05 0.02
C 0.01 0.00 0.00
C -0.01 0.00 0.01
C -0.03 0.00 -0.01
C -0.03 -0.01 0.03
S -0.04 0.11 -0.16
O 0.02 -0.01 0.01
O -0.01 0.02 0.03
O 0.06 -0.07 -0.08
H 0.03 0.01 -0.02
H 0.00 0.01 -0.01
H 0.00 0.01 -0.01
H 0.00 0.00 0.00
H 0.01 0.01 -0.02